[1]
# C48H122N6O16

A cluster of 10 separate species, C48H122N6O16 in total (ωB97M-V/def2-TZVPD, the OMol25 dataset).

XYZ file:
```
192
Properties=species:S:1:pos:R:3:forces:R:3:lowdin_charge:R:1
H -6.0439 -12.1047 -5.2651 0.16 -0.11 -0.30 0.082
H -5.3479 -9.0466 -10.6191 -0.12 -0.04 -0.06 0.088
H -10.0679 -3.7923 5.3628 0.00 -0.74 0.03 0.082
C -0.2471 6.0623 6.0613 0.03 0.60 1.37 -0.088
C -5.0742 -6.7648 6.8442 -0.75 0.61 -0.26 -0.208
O 0.4206 2.0982 0.6905 -0.63 -0.44 -0.23 -0.067
H -2.5893 -9.8733 -3.2396 -0.02 0.56 0.27 0.102
H 6.1235 -1.4976 1.7591 -0.31 -0.03 -0.05 0.082
C 6.9671 1.4193 -2.8875 -0.28 -0.50 2.13 -0.066
H -7.6619 7.3850 -1.0148 -0.18 -0.09 -0.16 0.085
H 2.9254 9.1426 0.7626 0.37 0.27 -0.42 0.119
N -2.6154 -5.0004 -10.2004 0.55 -0.40 1.34 -0.048
H -2.4103 -6.6998 -8.7875 0.05 0.56 0.51 0.119
C -0.8320 5.1705 5.0050 0.63 -0.77 1.27 -0.506
N -6.3442 -6.2957 6.2538 0.91 -0.77 0.76 -0.051
H 8.2287 0.7999 -4.9588 -0.12 -0.32 -0.53 0.084
H 7.3853 -2.6924 1.7757 0.09 0.06 -0.09 0.076
H 2.6683 2.7522 1.9843 -0.50 0.56 -0.28 0.073
H 7.7790 6.6994 2.3968 0.18 0.19 0.36 0.084
H 3.7087 7.4630 -3.2950 0.11 -0.17 0.32 0.083
C 1.6781 0.2613 -0.2228 -0.45 -0.13 0.70 -0.061
H -5.6787 -12.7884 -3.6827 0.49 -0.11 0.12 0.085
H 4.4103 -3.3138 4.7668 0.25 0.32 0.24 0.085
H 5.7862 -3.2098 1.3143 -0.20 0.05 0.23 0.082
C 2.0604 9.5972 0.2798 0.11 -1.37 -2.24 -0.208
N 1.0413 9.5365 1.2544 -2.31 0.58 0.72 -0.094
H 9.9868 2.4908 -4.2077 -0.14 0.48 0.15 0.091
H -4.4393 3.0292 0.0162 0.24 -0.60 0.49 0.117
H -0.5838 -8.2827 -4.8470 -0.18 -0.32 -0.03 0.116
N 9.4039 2.8563 5.3263 0.13 1.38 -1.14 -0.051
H 11.1860 3.3126 9.7550 0.06 0.17 -0.47 0.084
H 2.9743 2.5885 0.1837 -0.53 0.27 0.09 0.084
C -0.4426 13.4414 -0.8127 0.52 0.33 0.23 -0.125
H 3.9937 -2.2479 3.3911 0.24 0.34 0.16 0.091
H -7.7436 -7.4318 7.3159 0.20 -0.26 0.07 0.119
H -9.4845 -2.4437 6.1838 1.03 0.00 0.22 0.079
H 0.2751 3.2933 5.4981 -0.23 0.00 0.06 0.082
H 7.0271 1.6684 -1.8281 -0.11 0.80 0.16 0.073
C -0.2774 10.1364 0.9172 0.03 -0.67 0.27 -0.192
C -0.3223 11.6554 0.7096 -0.55 -1.04 -0.73 -0.207
N -1.9171 -9.7791 -3.9875 0.20 0.40 -2.87 -0.060
H 2.5154 6.5507 -2.2875 0.08 -0.01 0.09 0.082
H -1.6693 -5.1199 5.5952 0.27 -0.02 -0.52 0.089
H -4.2433 -10.4063 -10.1945 -0.30 -0.01 0.05 0.086
H 0.9536 9.1888 -1.6182 -0.28 0.22 0.07 0.110
H -0.6721 5.9279 7.0560 -0.13 -0.35 0.06 0.077
O 9.3729 5.3407 2.3997 0.32 -0.77 1.66 -0.180
H -7.9523 1.1333 1.8999 -0.42 0.51 -0.38 0.084
H -4.9361 -6.4356 7.8741 0.03 0.56 0.25 0.114
C -1.4392 -8.3994 -4.1817 -0.60 -0.06 4.54 -0.179
H -5.5592 5.6455 -3.4397 -0.91 -0.20 0.29 0.120
H 7.6273 3.2364 -3.8329 -0.09 0.07 -0.07 0.145
H 2.0232 7.7660 -3.5014 -0.38 -0.03 0.05 0.080
H -6.8862 -0.0019 1.2718 0.55 -0.09 -0.35 0.077
C -1.0260 -7.9513 -2.6783 0.62 -0.95 -1.55 -0.211
H -3.3569 -6.1850 -1.2216 0.15 0.06 -0.07 0.089
H 5.9117 1.4090 -3.1597 0.14 0.59 -0.37 0.080
O -3.6382 -4.9703 6.0861 -0.59 1.51 -0.41 -0.181
H -8.1445 0.5533 0.1720 -0.34 0.02 0.15 0.085
H 8.0776 3.1805 3.7988 -0.46 0.29 -0.54 0.101
H -2.8169 -12.1515 -4.5766 -0.64 -0.32 1.04 0.120
O 2.8864 8.5749 -1.7744 -0.57 -1.53 -0.02 -0.202
C 9.1280 3.4211 3.9625 -0.92 -0.15 0.13 -0.202
H 8.3263 6.0254 0.8765 -0.07 0.12 -0.06 0.088
H -10.2914 -3.5933 7.1483 -0.31 -0.41 -0.09 0.082
H 2.2548 10.5944 -0.1153 0.35 0.24 0.06 0.112
H -7.1143 -6.0514 8.2160 -0.12 0.28 0.24 0.118
N -5.3545 3.5841 -1.7388 -0.03 0.11 0.21 -0.060
H -3.5928 4.3863 -2.5940 0.06 -0.12 -0.06 0.120
C 6.3263 -2.5439 1.9872 1.04 0.45 0.02 -0.046
H 9.1763 1.8785 5.2159 0.04 -0.25 0.35 0.100
C -0.7482 3.6676 5.4680 -1.46 1.69 -0.40 -0.034
C -0.7343 -4.0374 -8.7124 -0.50 -0.60 -1.83 -0.221
H -3.2664 -9.3815 -5.6498 -0.26 0.45 0.29 0.107
C -8.6212 -5.6610 6.6639 0.65 0.26 1.05 -0.219
H -3.0748 -4.5146 -9.4434 -1.06 -0.20 0.08 0.091
H 0.0801 -3.3210 -8.8200 0.34 -0.12 0.12 0.123
C 8.4500 3.4907 6.2579 0.52 -1.25 0.36 -0.203
C 2.7669 7.5061 -2.7480 0.25 1.26 0.19 -0.095
H -2.8015 -4.6871 4.1874 0.12 -1.01 -0.18 0.086
H -0.4253 -4.9808 -8.2624 0.40 -0.06 0.20 0.116
H 10.3766 5.0993 4.1729 0.14 0.21 -0.12 0.126
H 2.5076 -0.4156 -0.0181 0.08 0.00 -0.06 0.072
H 0.7935 -0.3520 -0.3944 -0.07 0.02 -0.01 0.073
C 6.0811 -2.8268 3.4506 -0.19 -0.28 0.96 -0.530
H 7.3247 5.0787 1.9263 0.07 -0.48 0.31 0.083
H -0.8351 -3.8917 -6.1963 -0.25 -0.53 0.09 0.082
C 1.4761 1.1846 0.9942 0.96 1.34 -1.55 -0.459
O -6.6565 1.9611 0.4866 0.14 -2.35 0.20 -0.186
H -6.6444 8.1253 -2.2431 -0.71 0.22 -0.71 0.086
H 6.6877 -3.6681 3.7858 -0.18 -0.60 -0.39 0.135
O 9.9296 3.3549 8.0934 1.26 -0.47 1.43 -0.181
H -5.1012 -7.8482 6.9612 0.06 -0.19 -0.51 0.121
H 3.6461 1.5717 1.3808 0.02 -0.69 -0.14 0.067
C -4.3921 4.6744 -1.9113 -0.47 -0.42 -0.38 -0.233
C 7.9177 2.1871 -3.7804 -1.57 -0.16 0.50 -0.548
O -4.6906 -10.9819 -4.1823 1.98 -0.28 -0.04 -0.181
O 7.7286 1.6167 -5.0243 -0.10 -0.20 -2.24 -0.044
C -3.9268 -6.3272 5.9926 1.17 -1.13 0.18 -0.271
H -0.2434 -7.2074 -2.8279 -0.37 1.01 0.58 0.103
C 9.3708 4.9273 3.7896 0.73 -0.25 -0.19 -0.198
H -1.9376 -10.3609 -6.0615 0.36 -0.38 0.25 0.115
H -6.6487 -11.3545 -3.8293 0.15 0.24 0.14 0.086
H -3.7105 -6.9147 -2.7979 -0.18 -0.15 -0.03 0.081
H 10.0489 2.0295 9.8666 -0.39 -0.49 -0.86 0.084
H -2.4799 -3.1335 -6.1554 0.10 -0.32 0.18 0.089
C 4.6507 -3.0454 3.7381 -1.78 -1.65 -0.71 -0.084
C -4.8163 2.5277 -0.8751 -0.09 -0.39 -0.82 -0.208
H 1.2027 0.6146 1.8822 0.37 -0.04 0.17 0.130
C 1.6933 8.6908 -0.9914 0.77 1.67 0.86 -0.200
H -1.2631 3.6987 6.4282 0.59 -0.27 0.47 0.069
H -4.2841 6.5367 -2.7958 -0.03 0.84 0.35 0.112
H 7.8895 3.3716 8.3278 -0.24 -0.33 0.30 0.121
C 8.6666 2.9566 7.6859 0.40 0.63 -1.68 -0.250
C -9.5999 -3.5204 6.3089 0.17 0.14 0.41 -0.109
H -3.8135 -11.7124 -5.9283 -0.49 -0.37 -0.06 0.107
C -5.7720 -11.8559 -4.2393 -0.92 -0.24 -0.20 -0.140
H 0.3977 13.8953 -0.2874 0.38 0.12 -0.18 0.081
H 8.5718 4.5700 6.1671 -0.09 -0.13 0.43 0.108
O -3.3876 -8.6106 -10.0994 0.24 1.10 1.17 -0.201
C -7.4634 0.8694 0.9621 0.15 0.49 0.41 -0.118
H -0.8129 9.5609 0.1622 0.40 0.24 -0.57 0.118
C -3.5137 -11.3917 -4.9307 0.14 1.51 -1.77 -0.191
H -7.6317 6.5872 -2.6320 -0.09 0.38 -0.21 0.089
H 0.5080 12.0364 1.3042 0.45 0.63 -0.48 0.118
C -7.0724 7.1804 -1.9085 1.26 -0.06 0.77 -0.093
H -9.3874 -5.9615 7.3786 -0.80 0.57 -0.22 0.115
C -1.3332 -4.3090 -10.1322 0.40 0.36 -0.85 -0.209
H -1.5133 -3.3596 -10.6364 0.15 0.34 0.27 0.111
C -2.5571 -4.5930 5.2455 -0.63 0.50 0.18 -0.102
H 4.3185 -3.9199 3.1787 -0.16 -0.20 -0.14 0.082
H 9.5071 3.6898 10.0392 -0.13 -0.04 0.42 0.080
C -5.0985 5.8841 -2.4811 0.74 0.27 0.50 -0.221
H 9.5529 2.4303 -2.4498 0.31 0.02 -0.06 0.091
H -5.2671 0.4903 -0.3017 -0.20 -0.05 0.61 0.115
H -6.2642 -5.3318 5.9628 0.20 0.21 0.12 0.104
H -3.5701 -7.1350 -11.4735 -0.52 0.31 -0.24 0.123
H -3.9382 4.9473 -0.9586 0.23 0.18 0.23 0.116
H -6.0493 4.0658 -1.1862 -0.75 -0.26 0.09 0.095
O -2.0724 -7.6707 -1.7615 0.48 -0.31 -0.47 -0.186
O -0.0508 5.3767 3.8701 0.22 -0.55 -1.48 -0.051
C -2.4676 -6.4266 -9.8411 0.29 0.17 0.21 -0.216
H 7.4300 3.1964 6.0109 -0.47 0.30 -0.27 0.113
H 0.8289 5.9142 6.1522 0.05 -0.09 -0.09 0.088
C -2.6174 -10.1529 -5.2352 -1.04 -1.21 1.28 -0.218
H -4.0075 -9.5878 -11.7192 -0.57 -0.07 -0.45 0.086
H 0.5486 2.8943 1.2116 -0.05 0.05 0.13 0.074
H -4.5524 -6.8835 -9.9730 -0.23 0.01 -0.09 0.127
C 8.1511 5.7894 1.9261 -0.60 0.43 -1.12 -0.149
C -5.8141 1.4011 -0.5452 0.15 2.74 -0.17 -0.212
H 9.6564 2.9357 3.1419 0.44 -0.25 0.41 0.119
H 1.3031 10.0692 2.0716 0.50 -0.24 0.23 0.098
H -2.4066 -3.5136 5.2623 0.02 0.05 0.91 0.084
H 9.6077 0.9939 -3.4941 0.01 -0.30 0.39 0.085
H -1.2225 11.9979 1.2200 -0.28 0.37 -0.28 0.114
C -7.4075 -6.3989 7.2254 -0.57 0.54 -1.38 -0.235
H -0.4912 -8.7826 -2.2188 -0.12 -0.18 -0.14 0.113
C -4.3337 -9.4396 -10.6898 0.60 -0.58 -0.27 -0.132
C 9.3406 2.0497 -3.4488 1.35 -0.16 0.77 -0.067
H -1.5056 -6.7479 -10.2403 -0.12 -0.29 -0.35 0.119
H 0.0989 6.3169 3.7469 -0.04 0.09 -0.04 0.084
H 1.2284 7.7689 -0.6421 0.48 -0.48 -0.02 0.115
H -0.4506 13.7855 -1.8469 0.22 -0.55 -0.09 0.086
H -0.9008 9.9037 1.7806 0.04 0.26 0.33 0.107
C 10.1702 3.0378 9.4707 0.04 1.35 0.17 -0.103
O -5.9389 6.4487 -1.4466 0.39 -1.10 -0.90 -0.205
H 8.7051 5.5444 4.3930 -0.26 0.09 -0.26 0.105
C -2.9120 -6.6041 -2.1241 0.26 0.08 -0.41 -0.116
H 7.1835 0.3583 -2.7628 0.61 -0.31 -0.81 0.077
H -2.2654 -7.7286 -4.4171 0.02 0.17 -0.75 0.091
C 2.7235 2.0903 1.1201 0.77 -1.05 1.04 -0.068
H -4.0057 2.0423 -1.4187 0.36 0.18 0.05 0.116
H -4.1059 -6.6672 4.9726 -0.04 0.20 -0.35 0.127
O -1.7896 -3.4973 -7.9963 -0.39 1.04 0.86 -0.199
H -0.4289 7.1220 5.8819 0.08 0.13 -0.46 0.077
H 5.9044 -1.7688 5.0892 -0.01 -0.13 -0.13 0.078
O 6.4731 -1.7891 4.3160 1.21 1.70 -0.09 -0.052
H -3.0130 -6.8077 6.3418 0.15 -0.73 0.01 0.118
H -1.8693 5.4731 4.8614 -0.28 -0.28 -0.26 0.132
H -1.3032 13.9272 -0.3528 -0.58 -0.61 0.24 0.079
C -1.5103 -3.1675 -6.6522 -0.39 -0.39 0.65 -0.102
O -8.3894 -4.2357 6.6273 -0.95 -0.16 -0.43 -0.185
H -1.4540 3.0614 4.9002 0.57 -0.23 -0.55 0.070
H -0.6748 -4.8386 -10.8207 0.55 -0.04 0.37 0.111
O -0.3472 12.0234 -0.6974 -0.13 0.48 1.40 -0.177
H -6.4338 1.2252 -1.4246 -0.02 -0.22 -0.20 0.119
H 8.6925 1.8704 7.5989 -0.70 -0.33 0.36 0.123
H -2.3016 -5.8847 -2.6700 -0.17 0.56 0.15 0.085
H 1.8790 0.8228 -1.1352 0.04 0.14 0.15 0.080
C -3.6063 -7.2308 -10.3883 0.63 -0.83 -0.86 -0.229
H -1.0407 -2.2237 -6.3749 0.17 0.57 -1.07 0.082
H -8.8248 -6.0416 5.6630 -0.20 0.01 -0.05 0.124
```
Forces are in eV/Å.

Properties
- frontier orbital gap (eV) = 9.1
- E_HOMO (eV) = -8.837
- maximum force (eV/A) = 4.58
- LUMO level (Ha) = 0.009
- total charge = 0
- electronic energy (hartree) = -3433.9126
- ΔE to the lowest compared entry with this formula, charge and spin (kcal per mole) = 116.2

[2]
# C5H9NO

The molecule C5H9NO (ωB97M-V/def2-TZVPD, the OMol25 dataset).

XYZ file:
```
16
Properties=species:S:1:pos:R:3:forces:R:3:nbo_charge:R:1
H 0.4964 -1.5079 1.3153 0.01 0.08 -0.06 0.177
O -0.0594 0.3317 2.0984 0.07 0.17 0.01 -0.714
H -0.8061 -0.1686 2.4284 -0.13 -0.05 0.05 0.473
C 0.1527 -0.1016 -0.3052 -0.08 0.03 -0.11 -0.185
H -1.5304 -1.4983 -0.4021 0.05 0.14 0.04 0.220
H 0.0761 1.6139 -1.6414 0.06 -0.04 0.17 0.219
H -1.9079 0.0921 0.3083 0.05 -0.01 -0.11 0.217
C 0.6205 -0.4344 1.1292 0.20 -0.23 -0.04 -0.045
N 1.5689 -1.6440 -1.9032 -0.62 0.69 0.64 -0.326
C -1.3402 -0.4224 -0.4716 -0.05 -0.07 -0.06 -0.598
C 0.9389 -0.9553 -1.2186 0.55 -0.61 -0.52 0.293
C 0.4237 1.3740 -0.6312 0.03 0.09 0.00 -0.595
H -1.7039 -0.0769 -1.4437 0.06 -0.06 0.13 0.224
H 1.6867 -0.2077 1.2200 -0.09 0.02 -0.03 0.188
H 1.4928 1.6022 -0.5705 -0.16 -0.05 0.00 0.221
H -0.1087 2.0030 0.0877 0.06 -0.10 -0.10 0.230
```
Forces are in eV/Å.

Properties
- frontier orbital gap (eV) = 11.4
- E_HOMO (eV) = -10.849
- maximum force (eV/A) = 1.13
- LUMO level (Ha) = 0.020
- total charge = 0
- electronic energy (hartree) = -325.9001
- ΔE to the lowest compared entry with this formula, charge and spin (kcal per mole) = 23.5

[3]
# C13H21F7N2O6P2

A cluster of 3 separate species, C13H21F7N2O6P2 in total (ωB97M-V/def2-TZVPD, the OMol25 dataset).

XYZ file:
```
51
Properties=species:S:1:pos:R:3:forces:R:3:nbo_charge:R:1
H 5.0993 3.2396 -3.2337 0.02 -0.05 -0.07 0.200
H 4.4764 4.8427 -3.6473 -0.03 0.01 -0.08 0.196
C -3.7898 -4.0495 4.4212 -0.04 0.05 -0.01 0.899
C 1.6786 0.4673 -0.6191 0.24 0.06 -0.19 0.690
C 0.3933 -0.8047 0.9514 0.10 0.38 -0.32 -0.571
H -6.2682 0.8073 4.7046 0.00 0.01 -0.01 0.226
F -1.4440 -0.3769 -0.6488 0.13 -0.11 0.00 -0.356
C 2.9517 3.3209 -3.4097 -0.09 0.01 -0.23 -0.640
H 1.6331 -3.3636 -0.3901 -0.13 -0.08 0.02 -0.061
P -0.3435 -2.4155 1.5320 -0.16 -0.09 -0.01 1.087
O -1.9488 -2.0243 1.4608 -0.07 -0.11 0.17 -0.978
C -5.4011 -0.8172 3.6157 -0.13 0.19 -0.08 -0.078
F -4.1338 -5.0703 5.1899 0.04 0.03 -0.05 -0.292
C 4.1529 4.2987 -6.0820 0.04 -0.03 -0.01 0.695
H -4.6617 0.3325 5.2761 -0.01 0.04 -0.02 0.216
H 2.1937 3.8667 -3.9723 0.03 0.04 0.02 0.215
H -6.0712 -0.6649 5.6615 -0.03 0.00 -0.02 0.226
H 3.6575 -1.4047 -1.9262 0.04 -0.08 -0.25 0.389
O 2.6264 1.0034 -1.1355 -0.10 -0.11 -0.09 -0.567
F 4.3765 2.5256 -7.6636 0.01 0.03 -0.03 -0.307
H -2.4627 -2.8426 1.4599 -0.04 0.20 -0.09 0.502
H -0.6755 -2.8605 3.8805 0.16 0.04 0.00 0.252
C -0.0355 -2.1804 3.3185 0.41 0.14 -0.03 -0.975
H 2.8324 2.2556 -3.6003 0.02 -0.02 0.07 0.225
H -6.3330 -1.2333 3.2357 0.01 -0.06 0.05 0.201
H 0.0538 1.4009 -1.4296 0.00 0.43 0.27 0.421
C 4.5728 3.8365 -7.4977 -0.05 0.04 0.05 0.897
C 1.6672 -0.8774 0.0692 -0.23 -0.22 0.87 -0.664
P 1.8031 -2.2162 -1.1739 0.54 -0.01 -0.63 1.366
O -6.0424 -3.2354 4.6951 0.00 0.02 0.02 -0.536
F -2.6603 -3.5102 4.8963 -0.06 -0.09 0.07 -0.313
C -5.6122 -0.0415 4.8954 0.07 -0.09 0.08 -0.639
C -0.5196 0.1977 0.2035 0.33 0.16 0.19 0.363
H -4.9532 -0.1987 2.8418 0.06 -0.04 0.01 0.201
H 2.5533 -1.0181 0.6967 0.03 0.17 -0.19 0.268
O 3.5218 5.2961 -5.8912 -0.01 -0.01 0.00 -0.547
H 0.7032 -0.2652 1.8539 -0.08 -0.03 -0.06 0.240
F -3.5287 -4.5137 3.1828 0.02 -0.01 0.02 -0.323
C 4.3391 3.7728 -3.7992 0.02 0.04 0.28 -0.077
F 3.8777 4.4897 -8.4238 0.05 -0.04 0.02 -0.301
O -4.4515 -1.8929 3.8068 0.01 -0.06 0.01 -0.478
N 3.0730 -2.2211 -2.0813 -0.22 0.20 0.45 -1.299
H 1.0194 -2.4184 3.5159 -0.21 -0.03 0.06 0.234
C -4.9247 -3.0026 4.3455 0.03 -0.01 -0.05 0.692
N 0.3977 0.9973 -0.5676 -0.06 -0.50 -0.05 -0.652
F 5.8759 4.0934 -7.6853 -0.03 -0.02 -0.02 -0.312
O 4.6283 3.4569 -5.1824 0.00 0.02 -0.06 -0.475
H 0.5731 -2.1502 -1.8609 -0.18 -0.07 0.17 -0.082
H -1.0523 0.8203 0.9269 -0.31 -0.16 -0.28 0.171
H 2.7933 3.4932 -2.3468 0.02 -0.03 0.02 0.230
H -0.2106 -1.1452 3.6306 -0.15 -0.17 0.02 0.221
```
Forces are in eV/Å.

Properties
- frontier orbital gap (eV) = 9.1
- E_HOMO (eV) = -8.817
- maximum force (eV/A) = 0.93
- LUMO level (Ha) = 0.010
- total charge = 0
- electronic energy (hartree) = -2450.7171